# 1
The following is a quantum chemistry calculation of a structure of composition C26H24BBr4InN7O6S2, from the OMol25 dataset.

Each line ends with the Mulliken charge.
Positions of all 71 atoms, in Å:
In1 0.163 0.187 0.464  1.35
O1 1.412 4.620 -1.530  -0.48
C1 1.763 4.089 -0.347  0.04
O2 2.880 3.735 -0.084  -0.61
C2 0.608 4.084 0.615  0.69
C3 -0.172 5.223 0.726  -0.73
C4 -1.160 5.252 1.699  -0.45
C5 -1.342 4.138 2.492  -0.84
C6 -0.554 3.015 2.255  0.77
N1 0.417 2.989 1.350  0.16
C7 -0.841 1.742 3.037  0.04
O3 -1.352 1.864 4.143  -0.78
O4 -0.553 0.636 2.460  -0.38
H1 2.144 4.454 -2.147  0.32
H2 0.004 6.062 0.068  0.50
H3 -1.780 6.130 1.825  0.42
H4 -2.088 4.085 3.270  0.53
Br1 0.167 3.076 -5.935  -0.21
C8 -0.395 2.449 -4.241  0.30
C9 -1.741 2.320 -3.949  0.26
Br2 -3.063 2.764 -5.225  -0.23
C10 -2.123 1.859 -2.681  0.52
Br3 -3.943 1.579 -2.223  -0.20
C11 -1.196 1.562 -1.696  -0.18
O5 -1.526 1.126 -0.500  -0.82
C12 0.198 1.713 -1.989  -0.39
O6 1.069 1.430 -1.057  -0.02
C13 0.558 2.123 -3.267  -0.16
Br4 2.418 2.217 -3.612  -0.22
C14 -1.821 -3.572 -1.251  -1.05
N2 -0.491 -3.814 -0.731  0.52
C15 -0.102 -4.942 -0.041  -0.50
C16 1.221 -4.807 0.201  -0.90
N3 1.642 -3.615 -0.342  0.16
B1 3.163 -3.308 -0.540  1.05
N4 3.564 -1.805 -0.346  0.04
C17 4.580 -1.256 -1.093  -0.84
C18 4.856 -0.025 -0.605  -0.32
N5 3.998 0.177 0.447  0.43
C19 3.982 1.328 1.334  -0.72
C20 3.212 -0.910 0.582  -0.27
S1 1.966 -1.020 1.776  -0.43
C21 0.584 -3.005 -0.903  -0.24
S2 0.592 -1.480 -1.676  -0.37
H5 -2.551 -3.633 -0.445  0.35
H6 -2.054 -4.305 -2.024  0.38
H7 -1.834 -2.575 -1.682  0.25
H8 -0.800 -5.715 0.227  0.46
H9 1.909 -5.457 0.710  0.46
H10 3.762 -3.993 0.260  -0.23
H11 3.465 -3.577 -1.680  -0.23
H12 5.001 -1.789 -1.926  0.49
H13 5.553 0.729 -0.922  0.49
H14 4.605 2.102 0.900  0.36
H15 4.352 1.037 2.317  0.30
H16 2.973 1.720 1.425  0.09
C22 -5.273 -1.329 0.554  -1.36
C23 -3.869 -1.614 0.969  0.68
C24 -3.344 -2.486 1.904  -1.35
C25 -1.951 -2.275 1.878  0.47
N6 -1.657 -1.359 0.968  0.36
N7 -2.826 -0.973 0.427  0.60
C26 -0.901 -2.870 2.753  -1.30
H17 -5.962 -1.959 1.113  0.39
H18 -5.416 -1.518 -0.511  0.25
H19 -5.530 -0.286 0.743  0.27
H20 -3.890 -3.162 2.540  0.42
H21 -2.786 -0.146 -0.176  -0.09
H22 -1.296 -3.733 3.289  0.38
H23 -0.571 -2.125 3.479  0.20
H24 -0.030 -3.180 2.177  0.13

- HOMO energy: -4.7 eV
- Kohn-Sham gap: 7.03 eV
- Net charge: -1
- Relative energy (zero: lowest compared OMol25 entry of this formula, charge and spin): 35.8 kJ/mol
- DFT total energy: -357766.869 eV

---

# 2
The following is a quantum chemistry calculation of a structure of composition C26H24BrCaK2O7 in a non-equilibrium geometry, from the OMol25 dataset.

Each line ends with the Mulliken charge.
Positions of all 61 atoms, in Å:
C1 4.713 0.220 1.167  -0.98
C2 3.994 0.853 -0.027  -0.28
O1 2.942 -0.019 -0.449  -0.18
C3 1.711 0.581 -0.738  -1.05
C4 0.602 -0.156 0.132  -0.61
O2 -0.383 -0.870 -0.620  -0.35
C5 -1.664 -0.240 -0.666  -0.89
C6 -2.775 -1.249 -0.550  0.56
C7 -2.492 -2.606 -0.578  -0.51
C8 -3.511 -3.546 -0.453  -0.67
C9 -4.826 -3.130 -0.333  -0.87
C10 -5.123 -1.779 -0.342  0.23
C11 -4.108 -0.813 -0.437  0.05
C12 -4.454 0.621 -0.419  0.58
O3 -3.633 1.484 -0.676  -0.69
C13 -5.832 1.024 -0.052  0.17
C14 -6.108 2.365 0.195  -0.83
C15 -7.385 2.773 0.541  -0.08
C16 -8.390 1.813 0.663  -1.16
C17 -8.112 0.478 0.418  -0.87
C18 -6.834 0.081 0.046  0.38
C19 -6.538 -1.329 -0.265  0.26
O4 -7.427 -2.112 -0.479  -0.59
H1 5.493 -0.443 0.797  0.20
H2 5.129 0.985 1.809  0.36
H3 4.002 -0.397 1.704  0.32
H4 4.684 0.950 -0.871  0.17
H5 3.642 1.834 0.281  0.34
H6 1.509 0.454 -1.833  0.52
H7 1.698 1.668 -0.517  0.31
H8 0.185 0.570 0.825  0.68
H9 1.142 -0.872 0.735  0.43
H10 -1.788 0.239 -1.657  0.45
H11 -1.831 0.510 0.123  0.70
H12 -1.484 -2.968 -0.674  0.49
H13 -3.257 -4.593 -0.462  0.44
H14 -5.618 -3.855 -0.244  0.53
H15 -5.318 3.086 0.082  0.46
H16 -7.570 3.819 0.696  0.37
H17 -9.406 2.078 0.940  0.91
H18 -8.889 -0.268 0.494  0.50
C20 8.145 0.411 -1.290  -0.57
C21 9.293 0.309 -0.522  -0.38
C22 9.847 -0.939 -0.263  -0.44
C23 9.260 -2.088 -0.777  -0.39
C24 8.113 -1.993 -1.548  -0.25
C25 7.565 -0.743 -1.794  -0.27
H19 7.708 1.381 -1.493  0.35
H20 9.757 1.201 -0.125  0.40
H21 10.740 -1.016 0.341  0.39
H22 9.697 -3.057 -0.577  0.39
H23 7.653 -2.887 -1.953  0.27
H24 6.679 -0.663 -2.390  0.52
C26 0.894 1.128 3.913  0.76
O5 -0.095 1.300 4.626  -0.48
O6 2.024 0.764 4.346  -0.41
O7 0.896 1.284 2.651  -0.52
K1 -0.433 1.851 -1.808  1.00
Ca1 4.966 -0.828 -2.936  0.63
Br1 -9.969 4.730 0.468  -0.74
K2 -9.434 2.612 2.822  0.97

- HOMO energy: -7.9 eV
- Kohn-Sham gap: 1.82 eV
- Net charge: +1
- DFT total energy: -162802.086 eV

---

- The lowest DFT total energy belongs to which entry?
  C26H24BBr4InN7O6S2